w.
# C4H9O

A 2-piece molecular cluster, C4H9O overall (ωB97M-V with the def2-TZVPD basis set, the OMol25 dataset).

## Properties
Lowest unoccupied orbital energy = 4.10 eV
HOMO energy = -1.80 eV

```
! RIJCOSX wB97M-V def2-TZVPD def2/J DEFGRID3
* xyz -1 1
C -1.731 -1.459 -0.646
O -1.853 -2.734 -0.372
C -1.475 -0.370 0.451
C -0.395 -0.736 -0.552
C 0.038 0.347 -1.521
H -2.362 -0.992 -1.423
H 5.070 2.843 4.222
H -1.367 -0.596 1.503
H -1.944 0.595 0.249
H 5.214 2.578 3.546
H 0.375 -1.366 -0.123
H -0.787 0.572 -2.210
H 0.900 0.054 -2.123
H 0.316 1.266 -1.003
*
```

Atom charges from the Löwdin analysis, given in e for atoms 1 to 8: -0.5921 -0.2972 -0.1400 -0.3486 -0.1204 0.0998 -0.0015 0.0653

=====

x.
# C4H9O

A 2-piece molecular cluster, C4H9O overall (ωB97M-V with the def2-TZVPD basis set, the OMol25 dataset).

## Properties
Lowest unoccupied orbital energy = 4.39 eV
HOMO energy = -2.41 eV

```
! RIJCOSX wB97M-V def2-TZVPD def2/J DEFGRID3
* xyz -1 1
C -0.952 -0.067 -3.169
C -1.225 0.251 -1.891
H -0.187 0.450 -3.755
H -1.454 -0.928 -3.626
H -0.718 1.120 -1.411
H -1.841 -0.322 -1.255
C 0.357 -0.589 1.470
O -0.372 0.019 0.501
C 1.217 0.439 2.321
H 1.129 -1.338 1.109
H -0.294 -1.149 2.171
H 1.819 -0.055 3.118
H 0.607 1.224 2.785
H 1.915 0.944 1.632
*
```

Atom charges from the Löwdin analysis, given in e for atoms 1 to 8: -0.1271 -0.1166 0.0179 0.0158 0.0497 0.0186 -0.5661 -0.3707

=====

y.
# C4H9O

A 2-piece molecular cluster, C4H9O overall (ωB97M-V with the def2-TZVPD basis set, the OMol25 dataset).

## Properties
Lowest unoccupied orbital energy = 4.26 eV
HOMO energy = -2.14 eV

```
! RIJCOSX wB97M-V def2-TZVPD def2/J DEFGRID3
* xyz -1 1
C 1.735 -1.473 1.126
O 1.246 -1.198 -0.041
H 2.300 -2.487 1.244
H 0.903 -1.709 1.887
H 2.365 -0.724 1.459
C -0.564 0.966 -1.627
C -1.523 1.239 -0.390
C -1.227 0.753 0.833
H -0.396 1.935 -2.124
H -1.315 0.448 -2.273
H 0.367 0.338 -1.377
H -2.190 2.056 -0.561
H -1.955 1.006 1.634
H -0.579 -0.189 0.788
*
```

Atom charges from the Löwdin analysis, given in e for atoms 1 to 8: -0.5467 -0.3956 0.0345 0.0328 0.0010 -0.1261 -0.2537 -0.0415

=====

Question: which arrangement is favored energetically? Ranking from most to least stable: x, w, y.

=====

w.
# C2H7Cl2NSi

A 2-piece molecular cluster, C2H7Cl2NSi overall (ωB97M-V with the def2-TZVPD basis set, the OMol25 dataset).

## Properties
Lowest unoccupied orbital energy = -1.21 eV
HOMO energy = -8.34 eV

```
! RIJCOSX wB97M-V def2-TZVPD def2/J DEFGRID3
* xyz 0 1
C 0.702 1.330 -0.565
C 0.941 -0.957 0.170
N 0.039 0.118 -0.079
Si -1.583 0.201 0.482
Cl -2.673 1.646 -0.304
Cl -1.546 -3.142 0.064
H 1.203 1.962 0.197
H 1.547 1.081 -1.221
H -0.041 1.989 -0.945
H 0.593 -1.917 0.627
H 1.474 -1.278 -0.739
H 1.808 -0.709 0.723
H -2.465 -0.324 1.591
*
```

Atom charges from the Löwdin analysis, given in e for atoms 1 to 8: -0.1304 -0.2111 -0.3533 0.3808 0.4035 -0.4669 0.0977 0.1002

=====

x.
# C2H7Cl2NSi

An isolated molecule of C2H7Cl2NSi (ωB97M-V with the def2-TZVPD basis set, the OMol25 dataset).

## Properties
Lowest unoccupied orbital energy = 0.83 eV
HOMO energy = -9.33 eV

```
! RIJCOSX wB97M-V def2-TZVPD def2/J DEFGRID3
* xyz 0 1
C -1.615 -0.413 0.058
C -0.247 -0.813 0.708
N 0.838 -0.602 -0.256
Si 1.292 1.130 -0.446
Cl 3.019 1.120 -1.465
Cl -0.138 2.403 -1.305
H -1.864 0.693 -0.110
H -1.726 -0.892 -0.960
H -2.254 -0.788 0.917
H 0.115 -0.228 1.591
H -0.350 -1.815 1.112
H 1.163 -1.498 -0.584
H 1.768 1.703 0.739
*
```

Atom charges from the Löwdin analysis, given in e for atoms 1 to 8: -0.1387 -0.3691 -0.2036 -0.2441 0.2989 0.2554 0.0344 0.0870

=====

Question: which arrangement is favored energetically? Ranking from most to least stable: x, w.

=====

w.
# C2H7INO

An isolated ion of composition C2H7INO and charge +1 (ωB97M-V with the def2-TZVPD basis set, the OMol25 dataset).

## Properties
Lowest unoccupied orbital energy = -4.02 eV
HOMO energy = -13.98 eV

```
! RIJCOSX wB97M-V def2-TZVPD def2/J DEFGRID3
* xyz 1 1
C -0.389 1.076 -0.683
C 0.324 -0.140 -0.151
N -0.115 -0.568 1.332
O 0.128 -1.306 -0.858
I 2.500 0.150 0.066
H 0.131 1.332 -1.584
H -1.319 0.642 -0.962
H -0.565 1.890 0.053
H -0.175 0.440 1.731
H -1.038 -0.991 1.213
H 0.551 -1.317 1.636
H -0.033 -1.207 -1.792
*
```

Atom charges from the Löwdin analysis, given in e for atoms 1 to 8: -0.0637 -0.9220 0.1783 -0.0488 0.9285 0.0906 0.0879 0.1182

=====

x.
# C2H7INO

A 2-piece molecular cluster, C2H7INO overall (ωB97M-V with the def2-TZVPD basis set, the OMol25 dataset).

## Properties
Lowest unoccupied orbital energy = -4.27 eV
HOMO energy = -13.43 eV

```
! RIJCOSX wB97M-V def2-TZVPD def2/J DEFGRID3
* xyz 1 1
C 0.401 0.794 -0.415
C 1.264 -0.328 0.130
N -0.974 0.184 -0.150
O 1.043 -1.568 -0.288
I 3.389 0.056 0.080
H 0.392 1.828 0.113
H 0.622 0.765 -1.567
H 0.650 -0.207 1.803
H -1.656 0.700 -0.688
H -0.919 0.195 0.920
H -0.920 -0.838 -0.592
H 1.553 -2.341 -0.062
*
```

Atom charges from the Löwdin analysis, given in e for atoms 1 to 8: -0.2302 -0.8952 0.1211 -0.0871 0.9229 0.1736 0.1707 0.1939

=====

Question: which arrangement is favored energetically? Ranking from most to least stable: w, x.